# C39H71N11O2P

A 12-piece molecular cluster, C39H71N11O2P overall (ωB97M-V/def2-TZVPD, OMol25).

```
124
Properties=species:S:1:pos:R:3:forces:R:3
C 2.9313 1.1296 1.0943 -0.476 -0.167 -0.155
C 4.4391 1.0106 1.5725 -0.369 0.429 -0.349
C 5.5089 1.5641 0.5359 0.636 0.023 -0.100
C 6.1007 0.4255 -0.4354 -1.571 0.611 0.375
C 4.9534 0.1368 -1.5322 0.884 -0.483 0.217
C 5.5261 -0.1775 -2.9773 0.290 0.669 0.293
C 6.6462 -1.3049 -3.0197 -0.695 -0.219 -0.594
C 6.3663 -2.5568 -2.0917 0.797 -0.693 -0.089
C 5.4998 -3.7122 -2.7504 0.387 0.220 -0.302
C 4.1026 -3.2583 -3.3389 0.130 -0.598 -0.020
C 3.0098 -2.8276 -2.2654 -0.105 -0.174 -0.637
C 3.1968 -3.4289 -0.8152 -1.396 0.788 0.420
C 2.2404 -2.6809 0.2441 0.353 -1.186 0.016
C 0.6928 -2.8284 -0.0798 -0.175 0.038 1.311
C -0.1472 -1.5336 0.3537 1.132 -0.348 0.081
P -0.9685 -0.6110 -1.0936 -2.865 2.407 1.822
O 0.5638 -0.4515 -1.9405 -0.972 -0.911 -1.538
C 0.1981 -0.7990 -3.3000 0.943 -0.182 0.629
C -0.9642 -1.9474 -3.1910 0.804 -0.041 -0.678
O -1.6526 -2.0175 -1.9074 2.828 0.060 -2.248
H 2.2111 0.9402 1.9539 0.931 0.216 -0.935
H 2.6447 0.3731 0.2931 0.525 1.021 0.918
H 2.6761 2.1517 0.6678 0.517 -1.130 0.569
H 4.6571 -0.0733 1.8036 -0.118 1.094 -0.108
H 4.5441 1.6138 2.5225 -0.104 -0.740 -0.881
H 6.3630 2.0596 1.1047 -0.938 -0.708 -0.532
H 5.0528 2.3974 -0.0931 0.475 -1.053 0.735
H 7.0745 0.7501 -0.9076 -0.999 -0.335 0.468
H 6.2417 -0.5032 0.2107 0.183 1.096 -0.949
H 4.2888 1.0433 -1.6043 0.552 -1.011 0.078
H 4.3616 -0.7380 -1.1129 0.466 1.156 -0.775
H 6.0162 0.7834 -3.3522 -0.634 -1.070 0.405
H 4.6650 -0.3718 -3.6898 1.003 0.005 0.878
H 6.6848 -1.6874 -4.0949 0.055 0.408 1.239
H 7.6748 -0.8469 -2.8447 -1.330 -0.599 0.136
H 5.9147 -2.3077 -1.0897 0.488 0.095 -1.120
H 7.3834 -3.0182 -1.8637 -1.325 0.511 -0.184
H 5.4053 -4.5383 -1.9750 -0.145 0.965 -0.948
H 6.1036 -4.1672 -3.6028 -0.648 0.582 0.928
H 4.2759 -2.4312 -4.1031 -0.249 -0.981 1.019
H 3.6867 -4.1297 -3.9362 0.513 0.871 0.649
H 2.9112 -1.7015 -2.2952 0.068 -1.250 0.497
H 2.0128 -3.2238 -2.6496 1.186 0.681 0.495
H 4.2353 -3.3478 -0.3886 -0.903 -0.337 -0.719
H 2.8140 -4.5037 -0.8431 0.917 1.100 0.078
H 2.5756 -1.6176 0.4177 -0.482 -1.081 -0.472
H 2.4242 -3.2324 1.2297 -0.149 0.842 -0.991
H 0.5202 -3.1443 -1.1445 0.084 0.580 1.060
H 0.3089 -3.6771 0.5830 0.489 0.782 -1.019
H 0.5753 -0.8122 0.8658 -0.950 -0.842 -0.618
H -0.9582 -1.7642 1.1066 0.958 0.064 -0.944
H -1.5731 0.1025 -2.2170 -0.024 0.018 0.224
H -0.9040 0.7378 -0.5145 1.024 -0.108 0.473
H -2.2338 -0.6550 -0.3464 -0.171 0.083 -0.127
H 1.1794 -1.1421 -3.7768 -1.371 -0.183 0.366
H -0.1154 0.0797 -3.9476 -0.028 -0.738 1.031
H -0.3969 -2.9224 -3.3097 -0.962 0.802 -0.385
H -1.6429 -1.6556 -4.0607 0.452 -1.043 1.078
C 0.4274 3.2547 -1.9929 1.001 0.189 0.165
C 1.8633 3.6350 -1.8554 1.386 0.310 0.237
N 2.9902 3.9312 -1.7413 -2.311 -0.544 -0.332
H 0.1264 3.3200 -3.0369 0.131 -0.048 0.094
H 0.2765 2.2298 -1.6406 0.025 -0.033 -0.063
H -0.1933 3.9282 -1.4011 0.100 -0.021 -0.056
C -3.4506 5.0072 -3.3509 0.250 -0.648 -0.044
C -2.6995 3.7231 -3.3046 0.206 -0.632 0.003
N -2.1293 2.7121 -3.2685 -1.008 1.507 -0.262
H -3.9311 5.1792 -2.3892 0.116 -0.005 -0.063
H -2.7713 5.8331 -3.5623 0.000 -0.095 0.076
H -4.2136 4.9647 -4.1293 0.100 -0.070 -0.004
C -3.7170 -1.7810 3.7504 0.715 0.522 -0.280
C -2.6878 -0.8094 3.2805 0.531 0.425 -0.243
N -1.8834 -0.0552 2.9143 -1.264 -0.904 0.761
H -3.2306 -2.6377 4.2173 0.039 0.068 -0.058
H -4.3740 -1.3036 4.4773 0.137 -0.148 -0.170
H -4.3128 -2.1257 2.9051 0.058 0.089 0.075
C -3.6588 3.5299 1.1654 0.598 0.582 -0.702
C -2.8593 4.3686 0.2271 0.546 0.338 -0.319
N -2.2261 5.0224 -0.4949 -0.986 -0.815 1.101
H -4.6119 4.0116 1.3738 0.130 0.015 -0.111
H -3.8424 2.5515 0.7226 0.104 0.085 -0.010
H -3.1118 3.4009 2.0994 0.046 -0.013 -0.115
C 9.8436 -1.3020 0.5929 -0.101 -0.612 -0.443
C 9.7259 -2.5228 -0.2536 -0.054 -0.574 -0.373
N 9.6342 -3.4736 -0.9134 0.256 1.361 0.966
H 9.0051 -0.6330 0.3947 0.003 -0.103 -0.012
H 9.8360 -1.5810 1.6467 -0.047 -0.036 -0.096
H 10.7759 -0.7837 0.3668 -0.053 -0.075 -0.031
C 4.5460 -5.3623 3.1087 0.516 0.501 -0.258
C 5.5696 -4.3819 2.6479 0.503 0.540 -0.293
N 6.3648 -3.6168 2.2852 -1.148 -1.135 0.579
H 5.0366 -6.2221 3.5656 0.016 0.084 -0.045
H 3.8896 -4.8938 3.8422 0.060 0.019 -0.082
H 3.9498 -5.6996 2.2604 0.059 0.089 0.021
C -5.1708 1.4601 4.7533 -0.066 0.215 -0.561
C -5.5333 1.8721 3.3707 -0.278 0.095 -0.724
N -5.8253 2.1866 2.2903 0.033 -0.665 1.881
H -5.6017 2.1548 5.4750 0.008 0.017 -0.112
H -5.5563 0.4585 4.9521 -0.006 0.154 -0.126
H -4.0855 1.4578 4.8653 -0.046 0.010 -0.103
C -8.7083 -0.4942 2.4474 0.721 -0.248 0.387
C -7.5961 -0.9784 3.3120 0.909 -0.439 0.591
N -6.7257 -1.3633 3.9858 -1.943 0.748 -1.184
H -9.3679 -1.3236 2.1924 0.050 0.045 0.092
H -9.2812 0.2671 2.9725 0.103 -0.148 0.018
H -8.3024 -0.0658 1.5302 0.095 -0.047 0.094
C -11.4709 3.1498 1.8708 -0.011 -0.689 0.308
C -11.5295 1.7991 2.4983 -0.100 -0.640 0.300
N -11.5752 0.7456 2.9862 -0.073 1.655 -0.682
H -12.1802 3.2047 1.0450 0.042 -0.064 0.071
H -11.7223 3.9114 2.6091 0.017 -0.101 -0.016
H -10.4659 3.3378 1.4917 -0.052 -0.066 0.046
C -12.7699 -0.6216 6.1613 -0.381 -0.668 0.166
C -13.4343 -1.8975 6.5541 -0.316 -0.609 0.210
N -13.9521 -2.8910 6.8600 0.753 1.470 -0.447
H -11.7034 -0.6765 6.3801 -0.083 -0.044 -0.026
H -12.9056 -0.4455 5.0939 0.051 -0.049 0.069
H -13.2054 0.2087 6.7176 -0.002 -0.100 -0.003
C 2.7417 5.5741 -4.9851 -0.159 0.216 -0.754
C 2.4632 6.0065 -6.3855 -0.138 0.213 -0.697
N 2.2463 6.3444 -7.4760 0.325 -0.480 1.618
H 2.2952 6.2798 -4.2847 0.020 -0.061 -0.058
H 2.3221 4.5834 -4.8101 0.038 0.077 -0.019
H 3.8175 5.5376 -4.8148 -0.086 -0.012 -0.024
```
Forces are in eV/Å.

The spin multiplicity is 1. As for the LUMO energy: 1.2 eV. The HOMO energy is -3.84 eV. Its net charge is -1. The value obtained for the electronic energy is -71362.804 eV. The value obtained for the frontier orbital gap is 4.99 eV.

=====

# C39H74BFN5O7S

A 3-piece molecular cluster, C39H74BFN5O7S overall (ωB97M-V/def2-TZVPD, OMol25).

```
128
Properties=species:S:1:pos:R:3:forces:R:3
C 0.8850 -1.1388 2.7313 -0.343 0.460 -0.141
O 0.6770 -2.0288 1.6405 0.310 0.149 0.367
C 1.4943 -1.7234 0.5217 -0.183 -0.350 -0.615
C 1.3859 -0.2705 0.0160 -0.066 0.502 0.994
C 2.4494 0.7294 0.5382 0.236 -0.178 -0.616
C 3.9305 0.2419 0.4599 -0.073 1.504 -0.342
C 4.7764 1.1678 -0.4776 0.381 -0.868 0.310
C 5.6181 2.2178 0.2692 -0.654 -0.087 0.351
C 4.7816 3.2733 1.0498 0.443 0.484 -0.729
C 4.8832 4.7182 0.4460 -0.876 -0.473 0.613
C 3.4607 5.1540 0.0153 1.109 -0.020 -1.041
C 3.2091 4.5848 -1.4156 -0.208 0.918 0.584
C 1.6806 4.4378 -1.6015 1.085 0.829 -0.492
C 1.2169 3.8769 -2.9191 -0.633 -0.538 1.205
C 0.2064 2.9248 -2.9384 -0.828 -0.974 0.542
C -0.4482 2.4206 -1.6644 -0.448 0.038 0.034
C -1.6256 3.3151 -1.1763 0.111 -0.142 0.589
C -2.7998 2.4689 -0.6460 0.302 -0.051 0.804
C -4.0495 3.3047 -0.3062 0.025 0.088 -0.877
C -5.3708 2.5946 -0.6203 -0.399 -0.434 0.517
C -5.7300 1.4316 0.3384 -0.172 0.261 -0.070
C -5.5761 1.7613 1.8366 0.074 -0.375 -0.716
S -6.8670 2.9068 2.4280 -0.014 0.142 0.290
C -6.2557 4.5027 2.0515 0.314 0.014 -0.231
N -6.8353 5.4441 1.3914 -0.646 -0.595 -0.389
N -5.9577 6.4811 1.3440 -0.231 1.817 -0.595
C -4.9035 6.1641 1.9821 -0.727 -0.952 0.014
O -5.0386 4.9040 2.4633 1.415 -0.547 0.998
C -0.2656 2.4174 -4.1502 0.159 0.419 -0.108
C -1.3940 1.4050 -4.2675 0.244 -1.261 -0.278
O -1.2197 0.3612 -4.8479 -0.263 1.446 0.872
O -2.5805 1.7577 -3.6820 0.926 0.106 -0.943
B -3.3040 2.7614 -4.3617 -1.191 0.334 -0.258
O -2.8462 4.0403 -4.4509 0.481 -0.254 0.301
O -4.5209 2.4609 -4.9305 0.211 0.261 1.094
C 0.3138 2.8466 -5.3366 -1.330 -1.162 0.021
C 1.2876 3.7675 -5.2715 0.141 -0.256 -1.021
F 1.8525 4.1975 -6.3696 0.336 0.491 0.231
N 1.7003 4.2677 -4.1075 0.510 1.022 -0.164
O 2.6746 5.2317 -4.1758 0.231 0.030 0.180
H 0.1718 -0.3088 2.6028 0.266 0.051 0.340
H 1.8996 -0.7219 2.7794 -0.057 -0.231 -0.183
H 0.6967 -1.6070 3.7018 -0.161 -0.308 -0.377
H 2.5176 -2.0558 0.7485 -0.014 0.372 -0.098
H 1.1385 -2.3648 -0.2946 0.000 -0.071 0.315
H 1.3335 -0.2008 -1.0776 0.236 -0.365 0.135
H 0.4119 0.0991 0.3767 0.057 -0.161 -0.260
H 2.2244 1.0988 1.5443 -0.089 -0.298 -0.096
H 2.3804 1.6193 -0.1107 -0.078 -0.118 0.190
H 4.0464 -0.7720 0.0756 -0.265 -0.015 0.367
H 4.3532 0.3485 1.4658 0.083 -0.562 -0.173
H 4.1120 1.5818 -1.2484 0.193 0.158 0.116
H 5.4860 0.5179 -1.0095 -0.106 0.218 -0.017
H 6.2205 1.6749 1.0076 0.192 0.043 -0.391
H 6.2730 2.7020 -0.4633 0.099 -0.006 0.325
H 5.0558 3.3321 2.1073 0.061 -0.223 -0.173
H 3.7290 2.9710 1.0155 0.176 0.035 0.134
H 5.3109 5.4227 1.1670 -0.149 -0.157 -0.025
H 5.5499 4.7376 -0.4242 -0.142 -0.020 0.094
H 2.6832 4.7926 0.6959 0.260 0.223 0.173
H 3.4442 6.2488 -0.0595 -0.407 -0.179 0.165
H 3.7687 3.6624 -1.5971 -0.347 -0.095 0.181
H 3.6298 5.3355 -2.0883 -0.146 -0.300 -0.076
H 1.3202 3.8527 -0.7566 -0.189 -0.151 -0.439
H 1.2349 5.4369 -1.4680 0.032 -0.153 -0.142
H -0.8622 1.4205 -1.8391 0.242 0.124 -0.133
H 0.2715 2.2934 -0.8527 -0.023 -0.046 -0.248
H -1.9536 4.0440 -1.9270 0.072 -0.279 -0.038
H -1.2608 3.8825 -0.3076 -0.086 0.227 -0.332
H -3.0247 1.6161 -1.2967 -0.077 0.339 -0.120
H -2.4358 2.0175 0.2922 -0.096 -0.130 -0.244
H -4.0110 3.6325 0.7351 -0.023 -0.029 -0.176
H -4.0249 4.2207 -0.9171 -0.008 -0.091 0.154
H -5.3556 2.1681 -1.6351 0.110 0.220 0.092
H -6.2084 3.3036 -0.5961 0.271 0.041 -0.002
H -6.7876 1.1765 0.1885 0.198 0.024 -0.095
H -5.1793 0.5171 0.0754 0.173 0.236 0.264
H -4.5689 2.1013 2.0887 -0.205 0.063 0.134
H -5.7595 0.8303 2.3844 -0.012 0.318 0.179
H -4.0137 6.7474 2.1456 0.024 -0.205 0.097
H -3.5810 4.6320 -4.6558 0.134 0.002 -0.310
H -5.0732 2.0267 -4.2645 -0.150 -0.449 -0.535
H -0.0522 2.4521 -6.2784 0.331 0.171 -0.046
H 2.3013 6.0047 -4.6335 -0.111 -0.111 -0.006
C -5.4046 -4.3817 4.7791 0.020 0.021 0.077
C -3.9579 -4.5353 4.3317 -0.139 -0.079 0.107
N -3.2859 -3.2683 4.1082 0.153 0.256 -0.245
C -2.0196 -3.4003 3.4045 0.066 -0.166 -0.179
C -0.8907 -4.1679 4.0993 0.198 0.057 -0.075
C -3.2861 -2.3430 5.2290 -0.303 0.032 0.236
C -2.6863 -2.8204 6.5571 0.088 0.165 0.060
H -5.9641 -3.7550 4.0827 0.037 0.035 0.010
H -5.8856 -5.3599 4.8140 0.020 0.003 0.012
H -5.4798 -3.9459 5.7766 -0.030 0.005 -0.018
H -3.9641 -5.0901 3.3893 0.179 0.085 -0.038
H -3.4252 -5.1662 5.0590 -0.036 -0.058 0.006
H -1.6533 -2.4072 3.1306 -0.113 0.062 0.110
H -2.2229 -3.8950 2.4490 -0.089 -0.039 0.052
H -0.4419 -3.5916 4.9088 -0.059 -0.061 0.067
H -0.0950 -4.3724 3.3788 -0.032 0.018 -0.017
H -1.2234 -5.1269 4.4977 -0.031 0.032 0.022
H -4.3215 -2.0443 5.4186 -0.013 -0.089 -0.029
H -2.7890 -1.4173 4.9254 0.105 -0.103 -0.147
H -3.0227 -3.8213 6.8294 -0.003 -0.005 -0.040
H -2.9935 -2.1456 7.3593 -0.015 -0.012 -0.017
H -1.5973 -2.8135 6.5379 -0.004 -0.119 0.009
C 4.5809 -3.8844 -2.5504 -0.065 0.048 0.013
C 4.3314 -5.3525 -2.8689 -0.047 0.143 -0.038
N 4.2861 -6.1960 -1.6909 0.112 -0.221 0.143
C 4.3474 -7.6179 -1.9931 0.155 -0.158 -0.151
C 3.1925 -8.2337 -2.7892 -0.048 -0.139 0.052
C 3.3228 -5.8111 -0.6744 -0.070 0.370 0.102
C 1.8483 -5.7066 -1.0825 -0.097 -0.030 0.168
H 5.4789 -3.7643 -1.9422 -0.029 -0.040 0.038
H 4.7226 -3.3249 -3.4768 -0.015 -0.019 -0.004
H 3.7385 -3.4328 -2.0213 0.022 0.004 0.013
H 5.1539 -5.6937 -3.5034 -0.039 -0.171 0.062
H 3.4168 -5.4347 -3.4766 0.009 0.053 -0.064
H 4.4693 -8.1729 -1.0591 -0.062 0.124 0.070
H 5.2728 -7.7970 -2.5502 -0.003 0.126 -0.021
H 2.2930 -8.3446 -2.1846 -0.024 0.063 -0.039
H 3.4737 -9.2351 -3.1223 0.017 0.023 -0.001
H 2.9450 -7.6536 -3.6792 0.009 0.022 0.022
H 3.6280 -4.8389 -0.2733 0.034 0.001 -0.074
H 3.4100 -6.4918 0.1755 0.082 -0.138 -0.125
H 1.7122 -5.1720 -2.0243 0.040 -0.024 -0.016
H 1.2987 -5.1570 -0.3137 0.011 -0.008 -0.002
H 1.3796 -6.6855 -1.1675 -0.016 0.024 -0.118
```
Forces are in eV/Å.

The spin multiplicity is 1. As for the LUMO energy: -4.4 eV. The HOMO energy is -9.40 eV. Its net charge is +1. The value obtained for the electronic energy is -77648.470 eV. The value obtained for the frontier orbital gap is 4.99 eV.